{
  "formula": "C18H60AsF6O12",
  "method": "wB97M-V/def2-TZVPD",
  "symbols": ["As", "F", "F", "F", "F", "F", "F", "O", "H", "H", "O", "H", "H", "O", "H", "H", "O", "H", "H", "O", "H", "H", "O", "H", "H", "C", "C", "C", "O", "H", "H", "H", "H", "H", "H", "H", "H", "C", "C", "C", "O", "H", "H", "H", "H", "H", "H", "H", "H", "C", "C", "C", "O", "H", "H", "H", "H", "H", "H", "H", "H", "C", "C", "C", "O", "H", "H", "H", "H", "H", "H", "H", "H", "C", "C", "C", "O", "H", "H", "H", "H", "H", "H", "H", "H", "C", "C", "C", "O", "H", "H", "H", "H", "H", "H", "H", "H"],
  "xyz": [[1.306, 1.782, -3.567], [-0.033, 2.145, -2.426], [0.377, 0.412, -4.152], [2.672, 1.647, -4.736], [2.195, 3.156, -2.784], [2.192, 0.746, -2.330], [0.565, 2.925, -4.759], [0.918, 2.391, 2.147], [0.229, 2.305, 1.488], [0.579, 1.923, 2.910], [6.599, 4.287, -4.157], [6.861, 3.679, -3.466], [5.712, 4.016, -4.393], [5.328, -0.238, 0.108], [5.447, -1.165, -0.099], [4.383, -0.099, 0.055], [3.404, 4.821, 0.533], [3.161, 4.642, -0.375], [2.810, 4.280, 1.053], [-2.829, -2.068, -4.190], [-2.299, -2.842, -4.379], [-2.222, -1.334, -4.279], [4.870, -1.089, -6.294], [4.447, -0.377, -5.814], [4.173, -1.730, -6.435], [-3.956, 4.077, -5.480], [-3.666, 3.013, -6.537], [-4.882, 2.671, -7.471], [-2.585, 3.507, -7.255], [-4.796, 3.826, -4.833], [-4.085, 5.117, -5.781], [-3.122, 4.155, -4.783], [-3.364, 2.053, -6.119], [-5.323, 3.577, -7.885], [-5.697, 2.157, -6.962], [-4.565, 1.968, -8.241], [-1.868, 3.582, -6.621], [0.571, -2.794, 4.920], [0.808, -1.635, 3.887], [1.309, -2.115, 2.539], [-0.435, -1.038, 3.639], [0.029, -3.675, 4.577], [0.126, -2.377, 5.824], [1.533, -3.220, 5.204], [1.449, -0.875, 4.335], [1.502, -1.344, 1.793], [0.652, -2.823, 2.033], [2.264, -2.637, 2.590], [-1.021, -1.761, 3.402], [-2.765, 4.470, 1.180], [-3.680, 3.229, 1.165], [-5.019, 3.466, 1.812], [-3.869, 2.809, -0.125], [-3.325, 5.349, 0.862], [-1.964, 4.389, 0.446], [-2.342, 4.623, 2.174], [-3.172, 2.399, 1.656], [-4.903, 3.515, 2.894], [-5.756, 2.690, 1.606], [-5.477, 4.396, 1.475], [-2.994, 2.816, -0.520], [-1.797, -4.018, -8.721], [-2.303, -2.702, -9.465], [-1.809, -1.416, -8.844], [-1.919, -2.768, -10.851], [-0.747, -3.858, -8.475], [-1.891, -4.921, -9.324], [-2.304, -4.226, -7.779], [-3.390, -2.650, -9.525], [-2.098, -0.490, -9.342], [-0.734, -1.279, -8.729], [-2.128, -1.275, -7.811], [-2.268, -1.989, -11.291], [4.299, 2.019, -10.921], [2.916, 2.493, -10.350], [2.704, 3.995, -10.453], [1.888, 1.984, -11.246], [4.567, 2.404, -11.905], [4.339, 0.939, -10.779], [5.059, 2.396, -10.237], [2.747, 2.180, -9.320], [3.478, 4.487, -9.864], [1.742, 4.324, -10.062], [3.029, 4.390, -11.415], [1.047, 2.447, -11.218], [2.183, 7.762, -5.345], [2.975, 8.887, -5.990], [3.456, 8.632, -7.365], [2.175, 10.049, -5.978], [2.596, 6.762, -5.479], [1.133, 7.725, -5.636], [2.005, 7.902, -4.279], [3.867, 9.099, -5.400], [4.082, 7.743, -7.440], [4.123, 9.410, -7.737], [2.679, 8.526, -8.122], [2.709, 10.786, -6.284]],
  "atomic_forces_ev_per_a": [[1.1, 1.9, 1.4], [1.0, -0.6, -0.9], [0.9, 0.7, 0.0], [-1.3, -0.6, 1.0], [-0.8, -1.0, -0.9], [-1.3, 0.8, -1.7], [0.4, -1.3, 1.1], [0.3, 0.2, 0.0], [-0.1, -0.1, -0.3], [-0.1, -0.2, 0.2], [0.2, 0.2, -0.2], [0.0, -0.1, 0.2], [-0.3, -0.1, 0.0], [0.3, 0.0, 0.2], [0.0, -0.2, -0.1], [-0.3, 0.2, -0.1], [0.2, 0.3, 0.2], [-0.1, -0.1, -0.3], [-0.2, -0.2, 0.2], [-0.3, -0.1, 0.0], [0.1, -0.2, 0.0], [0.2, 0.3, 0.0], [0.3, -0.1, -0.1], [-0.2, 0.3, 0.2], [-0.2, -0.1, 0.0], [-0.4, -0.4, 1.4], [-1.7, 0.1, 0.0], [0.8, 0.4, 0.5], [0.8, 0.1, -1.5], [-0.2, -0.1, -0.1], [-0.2, -0.3, -0.9], [0.3, -0.3, 0.0], [-0.1, 0.0, 0.6], [0.2, 0.0, -0.3], [0.2, 0.1, 0.5], [0.1, 0.3, -0.2], [0.3, 0.1, -0.1], [1.4, 0.6, -0.2], [-0.7, -1.7, -0.1], [1.4, -0.5, -0.5], [-0.9, 1.0, 0.3], [-0.5, 0.4, -0.4], [-0.2, -0.1, -0.1], [0.2, 0.1, 0.2], [0.1, -0.1, -0.1], [-0.3, 0.5, 0.4], [-0.4, 0.0, 0.4], [0.2, -0.1, 0.3], [-0.3, 0.1, -0.1], [-0.5, -0.2, 0.2], [0.7, 0.5, 1.0], [-0.4, 0.2, 0.4], [-0.5, -0.3, -2.0], [-0.1, 0.1, 0.2], [0.2, -0.3, 0.2], [0.1, 0.2, -0.1], [0.2, 0.0, 0.7], [0.0, 0.1, 0.1], [0.3, -0.3, -0.1], [0.1, 0.1, -0.1], [0.0, -0.2, -0.5], [-0.1, 1.3, -0.6], [0.0, -0.7, -0.1], [0.6, 0.8, 1.1], [0.6, -0.6, 0.2], [0.1, -0.1, -0.1], [0.0, 0.3, -0.3], [-0.2, 0.4, 0.0], [-0.3, -0.3, 0.7], [-0.5, -0.2, -0.4], [0.3, -0.7, -0.5], [-0.5, -0.3, 0.1], [0.0, 0.1, 0.0], [-0.9, 0.4, 1.9], [-0.8, 1.1, -2.3], [2.1, 0.5, 0.9], [0.6, -1.5, -0.1], [-0.5, -0.3, -0.1], [0.1, 0.0, -0.7], [0.1, 0.1, 0.1], [0.1, -0.4, 0.0], [-0.1, 0.1, 0.8], [0.0, 0.0, -0.4], [-1.0, -0.3, -0.5], [0.3, 0.3, 0.5], [-0.8, -0.2, 0.5], [0.1, -0.1, 0.7], [0.7, -0.7, -1.7], [-0.7, 0.6, 0.2], [0.2, 0.2, -0.1], [0.1, 0.1, -0.9], [0.8, 0.2, 0.2], [0.2, -0.2, 0.4], [-0.1, -0.3, 0.2], [-0.1, 0.4, 0.2], [-0.3, 0.0, 0.2], [0.0, 0.0, 0.0]],
  "total_charge": -1,
  "e_above_lowest_kcal_mol": 53.6,
  "max_force_ha_per_bohr": 0.05216,
  "homo_lumo_gap_ev": 10.215
}

{
  "formula": "C18H60N6O12",
  "method": "wB97M-V/def2-TZVPD",
  "symbols": ["N", "C", "N", "O", "H", "H", "H", "H", "N", "C", "N", "O", "H", "H", "H", "H", "N", "C", "N", "O", "H", "H", "H", "H", "C", "C", "O", "H", "H", "H", "H", "H", "H", "C", "C", "O", "H", "H", "H", "H", "H", "H", "C", "C", "O", "H", "H", "H", "H", "H", "H", "C", "C", "O", "H", "H", "H", "H", "H", "H", "C", "C", "O", "H", "H", "H", "H", "H", "H", "C", "C", "O", "H", "H", "H", "H", "H", "H", "C", "O", "H", "H", "H", "H", "C", "O", "H", "H", "H", "H", "C", "O", "H", "H", "H", "H"],
  "xyz": [[1.055, -2.414, -1.897], [0.036, -3.176, -1.801], [-0.382, -3.332, -0.578], [-0.526, -3.726, -2.958], [1.316, -2.079, -2.866], [1.202, -1.795, -1.069], [-1.202, -3.960, -0.478], [0.206, -3.308, 0.287], [2.316, 3.011, -0.382], [3.424, 2.414, 0.034], [4.447, 3.247, 0.037], [3.508, 1.099, 0.385], [1.437, 2.546, -0.171], [2.310, 4.021, -0.483], [5.336, 2.911, 0.463], [4.496, 4.245, -0.020], [-0.722, -0.785, 0.094], [0.285, 0.037, 0.066], [1.342, -0.614, 0.250], [0.207, 1.402, -0.055], [-1.685, -0.369, -0.097], [-0.609, -1.804, -0.210], [2.254, -0.099, 0.257], [1.421, -1.577, 0.526], [-0.843, -0.438, -3.546], [-1.043, 0.153, -5.028], [-0.333, -0.558, -6.017], [0.032, -0.192, -3.114], [-0.936, -1.537, -3.619], [-1.694, -0.107, -2.877], [-0.817, 1.212, -5.204], [-2.045, -0.081, -5.336], [-0.158, 0.007, -6.766], [-1.322, 2.652, -2.345], [-2.767, 2.951, -2.487], [-3.473, 2.960, -1.260], [-1.024, 1.690, -2.004], [-0.932, 3.485, -1.779], [-0.824, 2.847, -3.306], [-3.167, 2.135, -3.163], [-2.944, 3.919, -3.037], [-3.498, 3.888, -0.963], [-0.562, -0.041, 4.782], [-0.343, -0.112, 3.287], [-0.971, -1.198, 2.760], [-0.631, -1.042, 5.244], [-1.409, 0.598, 5.007], [0.208, 0.526, 5.276], [0.679, -0.435, 3.177], [-0.545, 0.748, 2.722], [-0.832, -1.134, 1.770], [4.689, -2.092, -0.530], [4.343, -2.210, -2.031], [3.585, -3.426, -2.356], [3.802, -1.877, 0.089], [5.475, -1.384, -0.313], [5.179, -3.018, -0.189], [5.218, -2.037, -2.728], [3.739, -1.322, -2.294], [2.642, -3.284, -2.344], [-0.734, 3.661, 2.480], [-1.866, 3.301, 1.491], [-3.107, 3.697, 1.964], [-0.751, 3.245, 3.483], [-0.671, 4.738, 2.586], [0.114, 3.304, 1.915], [-1.915, 2.198, 1.315], [-1.691, 3.836, 0.549], [-3.131, 4.663, 1.953], [-3.376, -1.758, -1.197], [-3.841, -0.388, -1.280], [-2.926, 0.448, -0.618], [-2.441, -1.983, -1.657], [-4.055, -2.368, -1.790], [-3.484, -2.181, -0.202], [-4.788, -0.161, -0.858], [-3.947, -0.063, -2.342], [-3.113, 1.343, -0.890], [-4.119, 0.812, 2.570], [-4.372, -0.438, 2.072], [-3.021, 0.818, 2.623], [-4.632, 0.967, 3.481], [-4.367, 1.604, 1.847], [-3.825, -0.536, 1.339], [3.300, -0.551, 3.230], [2.645, -1.229, 4.267], [4.279, -0.159, 3.547], [2.683, 0.249, 2.903], [3.481, -1.211, 2.399], [2.974, -0.788, 5.066], [2.399, -4.065, 1.265], [1.300, -3.229, 1.545], [2.556, -3.990, 0.240], [2.164, -5.096, 1.599], [3.200, -3.570, 1.810], [1.132, -3.259, 2.484]],
  "atomic_forces_ev_per_a": [[3.5, 3.5, -1.5], [-3.8, -4.5, -8.3], [-3.0, -3.0, 3.1], [2.2, 2.5, 6.2], [-0.7, -0.5, 1.8], [0.6, -0.2, -1.8], [0.9, 0.6, -0.2], [-0.1, -0.2, -0.8], [-1.0, 0.3, 0.0], [-1.0, -4.6, 1.1], [5.0, -0.6, 1.5], [0.2, 5.7, -1.5], [-0.5, -0.6, -0.3], [0.1, -0.5, 0.0], [-1.3, 0.0, -0.7], [-1.0, 0.1, -0.3], [-5.1, -0.8, -1.0], [-2.7, 7.2, -0.4], [8.0, -0.5, 0.5], [0.0, -5.7, 0.6], [1.6, -0.3, 0.1], [-0.5, 2.0, 0.7], [-0.6, 0.1, 0.0], [-0.6, 0.1, 0.9], [-4.1, -0.4, -2.8], [-0.2, -0.6, 0.8], [1.5, -1.1, 0.1], [3.1, 1.1, 1.4], [0.1, 0.4, -0.1], [1.0, -0.2, -0.9], [-0.2, 0.0, 0.9], [-1.2, 0.6, 0.6], [0.0, 0.2, -0.1], [0.9, 2.1, -1.0], [-0.9, -0.6, -2.4], [-0.3, 0.9, -0.1], [0.0, -0.3, 0.7], [0.6, -0.2, 0.9], [-0.3, -0.4, -0.2], [-0.3, 0.8, 0.8], [0.2, -0.9, 0.5], [-0.1, -0.8, 0.2], [-0.7, 0.7, 0.1], [2.3, -1.3, 1.7], [-2.2, -2.1, -2.0], [-0.1, 0.5, -0.4], [-0.8, -0.5, 0.1], [0.9, 0.0, 0.1], [1.1, 1.1, 0.0], [-0.3, 1.7, -0.5], [-0.5, -0.2, 1.3], [0.4, -1.1, -0.4], [-0.9, 0.7, -0.4], [2.4, 0.6, 0.2], [0.5, -0.1, -0.3], [-0.1, 0.8, -0.2], [-0.6, -0.1, -0.1], [-0.7, -1.1, 0.9], [-0.2, -0.3, 0.2], [-0.2, 0.4, 0.2], [-0.3, -0.2, -1.2], [0.8, -0.5, 0.7], [-1.6, 0.7, 0.4], [-0.3, -0.4, -0.1], [0.1, 0.4, 0.0], [0.9, 0.0, 0.3], [0.2, 1.0, -0.1], [0.5, -0.5, -0.1], [-0.1, -0.3, 0.2], [-1.5, -2.3, -0.1], [0.0, 1.9, -1.5], [0.2, -0.2, 0.2], [0.9, 0.3, -0.1], [-0.3, -0.2, -0.1], [0.4, 0.0, 0.3], [-1.3, -0.6, 0.5], [0.3, -0.3, 0.4], [0.0, 1.0, 0.5], [1.8, 1.2, -1.4], [-2.7, -1.8, 1.1], [-0.1, 0.8, 1.0], [-0.3, 0.1, 1.0], [-0.3, 0.0, 0.3], [1.4, -0.4, -1.9], [0.9, 0.3, -0.1], [0.4, -0.3, 1.1], [-0.2, -0.1, -0.1], [-0.3, 0.9, -0.6], [0.0, -0.4, -0.4], [-0.5, -0.5, -0.1], [-0.1, -0.2, 2.1], [-1.1, 0.4, -0.1], [0.5, -0.3, -1.9], [0.6, 0.5, -0.3], [0.7, -0.8, -0.1], [-0.4, 0.4, 0.5]],
  "e_above_lowest_kcal_mol": 184.2,
  "smiles": "NC(N)=O.NC(N)=O.NC(N)=O.CCO.CCO.CCO.CCO.CCO.CCO.CO.CO.CO",
  "max_force_ha_per_bohr": 0.19736,
  "homo_lumo_gap_ev": 9.273
}

{
  "formula": "C18H60O12",
  "method": "wB97M-V/def2-TZVPD",
  "symbols": ["C", "C", "C", "O", "H", "H", "H", "H", "H", "H", "H", "H", "C", "C", "C", "O", "H", "H", "H", "H", "H", "H", "H", "H", "C", "C", "C", "O", "H", "H", "H", "H", "H", "H", "H", "H", "C", "C", "C", "O", "H", "H", "H", "H", "H", "H", "H", "H", "C", "C", "C", "O", "H", "H", "H", "H", "H", "H", "H", "H", "C", "C", "C", "O", "H", "H", "H", "H", "H", "H", "H", "H", "O", "H", "H", "O", "H", "H", "O", "H", "H", "O", "H", "H", "O", "H", "H", "O", "H", "H"],
  "xyz": [[6.319, -0.131, 0.083], [4.984, -0.803, -0.073], [4.342, -0.670, -1.517], [5.182, -2.098, 0.368], [6.627, 0.022, 1.118], [6.321, 0.876, -0.335], [7.108, -0.751, -0.341], [4.251, -0.320, 0.574], [3.828, 0.267, -1.731], [3.654, -1.440, -1.864], [5.221, -0.741, -2.158], [4.635, -2.324, 1.123], [1.117, 0.739, 0.843], [-0.415, 0.480, 0.664], [-0.770, 0.012, -0.733], [-0.666, -0.481, 1.615], [1.517, 1.377, 0.055], [1.661, -0.203, 0.785], [1.334, 1.067, 1.860], [-0.892, 1.432, 0.894], [-1.827, -0.216, -0.865], [-0.183, -0.804, -1.155], [-0.577, 0.847, -1.407], [-1.358, -1.036, 1.249], [1.142, -3.428, 0.620], [0.245, -4.623, 0.239], [0.776, -5.936, 0.786], [-1.009, -4.573, 0.901], [2.217, -3.538, 0.474], [0.860, -3.051, 1.603], [0.993, -2.610, -0.084], [0.141, -4.701, -0.843], [0.138, -6.688, 0.322], [0.673, -6.058, 1.864], [1.806, -6.049, 0.447], [-0.770, -4.642, 1.828], [-6.380, 2.638, 0.911], [-5.132, 2.414, 0.103], [-4.625, 0.907, -0.041], [-5.285, 3.021, -1.163], [-7.213, 2.025, 0.565], [-6.776, 3.653, 0.895], [-6.231, 2.377, 1.959], [-4.413, 2.943, 0.729], [-3.629, 0.859, -0.481], [-5.279, 0.345, -0.709], [-4.774, 0.482, 0.952], [-6.189, 2.970, -1.481], [6.361, 2.180, 3.152], [5.083, 1.409, 3.472], [5.346, 0.197, 4.419], [4.003, 2.195, 3.824], [6.463, 3.002, 3.860], [6.221, 2.682, 2.194], [7.317, 1.720, 2.900], [4.705, 1.120, 2.491], [4.615, -0.076, 5.180], [6.305, 0.454, 4.868], [5.522, -0.713, 3.845], [3.177, 1.790, 3.552], [-3.959, 0.345, -3.577], [-3.785, 0.564, -5.046], [-4.713, -0.505, -5.763], [-4.234, 1.937, -5.222], [-3.504, 1.074, -2.907], [-3.481, -0.604, -3.335], [-5.007, 0.284, -3.281], [-2.788, 0.625, -5.484], [-4.472, -1.547, -5.553], [-4.622, -0.360, -6.839], [-5.721, -0.388, -5.364], [-5.084, 2.076, -4.798], [-2.349, 3.383, -1.605], [-2.228, 3.118, -0.693], [-3.287, 3.278, -1.763], [0.079, 2.790, -2.810], [-0.385, 2.867, -3.644], [-0.512, 3.187, -2.170], [1.446, -1.409, 4.051], [0.930, -2.100, 4.466], [0.807, -0.897, 3.555], [2.502, 3.371, -1.703], [2.459, 4.212, -2.159], [1.704, 2.913, -1.969], [-2.987, 0.145, 2.818], [-2.125, -0.017, 2.436], [-3.335, -0.728, 3.003], [-2.824, -2.156, 0.742], [-2.567, -3.077, 0.782], [-3.774, -2.176, 0.628]],
  "atomic_forces_ev_per_a": [[0.5, 0.9, -0.2], [-1.8, 1.4, -0.2], [1.5, -0.4, 0.2], [0.0, -2.1, 0.0], [-0.4, -0.3, 0.3], [0.1, 0.0, -0.4], [-0.1, 0.1, -0.4], [0.0, 0.2, 0.4], [0.3, 0.3, 0.5], [0.1, -0.4, 0.7], [-0.2, 0.1, -0.6], [-0.1, 0.2, -0.1], [-0.5, -0.5, -0.6], [2.9, 0.7, -0.9], [-0.1, 0.9, -0.8], [-0.8, -1.2, 1.3], [0.1, 0.4, 0.4], [-0.2, -0.3, -0.3], [-0.1, 0.6, -0.1], [-0.6, 0.1, 0.0], [0.0, -0.2, 0.3], [0.1, -0.2, 0.5], [0.0, 0.1, -0.1], [-0.4, -0.7, 0.0], [-0.6, 0.6, -1.0], [1.4, -0.5, 1.6], [0.6, -0.4, -1.5], [-1.3, 1.3, -0.6], [0.1, -0.8, 0.5], [0.4, -0.1, 0.1], [-0.6, 0.3, 0.1], [-0.5, 0.1, 0.1], [0.3, -0.4, 0.1], [0.3, 0.3, 0.1], [0.1, -0.4, 0.3], [-0.3, 0.0, 0.2], [-1.2, -0.9, 0.5], [0.1, -1.1, 0.3], [-1.6, 1.6, 0.3], [0.9, 0.5, -0.6], [-0.1, -0.3, -0.1], [0.5, 0.2, -0.2], [0.1, -0.1, 0.0], [0.7, 0.3, -0.7], [0.1, 0.0, 0.6], [-0.2, 0.2, -0.2], [0.8, -0.2, 0.0], [-0.1, -0.1, 0.2], [-0.7, 1.8, -0.6], [0.0, -2.5, -1.7], [0.8, 0.5, -0.6], [-0.6, 2.3, 1.8], [0.4, -0.1, 0.3], [-0.5, 0.4, -0.1], [-0.2, -0.9, 1.0], [0.8, -1.4, -0.4], [-0.2, 0.6, -0.1], [-0.1, -0.4, 0.6], [0.0, 0.0, -0.2], [0.3, -0.2, 0.0], [1.4, -1.1, 1.1], [-2.3, 0.7, 0.1], [1.0, 1.1, 0.1], [0.2, -0.2, -1.2], [0.2, 0.3, -0.4], [-0.2, -0.3, 0.4], [-0.1, -0.1, -0.3], [0.1, -0.5, 0.5], [0.5, 0.1, 0.2], [-0.5, 0.0, 0.0], [-0.2, 0.3, -0.4], [-0.1, -0.2, 0.1], [0.5, 0.1, 0.1], [0.0, 0.0, 0.3], [-0.7, 0.0, -0.2], [0.5, -0.3, -0.1], [-0.1, 0.0, -0.2], [-0.6, 0.2, 0.0], [0.4, 0.0, 0.0], [-0.1, -0.1, 0.2], [-0.3, 0.2, -0.3], [0.7, 0.0, 0.6], [0.0, 0.1, -0.1], [-0.3, -0.1, -0.4], [-0.9, 0.5, 0.5], [0.6, 0.0, 0.0], [-0.1, -0.2, 0.0], [-0.1, 0.2, 0.1], [0.6, -0.6, -0.1], [-0.3, 0.3, 0.0]],
  "e_above_lowest_kcal_mol": 57.3,
  "smiles": "CC(C)O.CC(C)O.CC(C)O.CC(C)O.CC(C)O.CC(C)O.O.O.O.O.O.O",
  "max_force_ha_per_bohr": 0.06037,
  "homo_lumo_gap_ev": 9.675
}